(1)
{"formula": "C20H14Cl5N7O3S3SeY", "method": "wB97M-V/def2-TZVPD", "elements": ["Y", "N", "C", "N", "C", "C", "S", "C", "C", "S", "C", "N", "N", "H", "H", "H", "H", "H", "H", "N", "C", "C", "O", "O", "H", "H", "H", "H", "O", "N", "C", "C", "C", "C", "C", "S", "H", "H", "H", "H", "Se", "C", "N", "Cl", "C", "C", "C", "Cl", "C", "Cl", "C", "Cl", "C", "Cl"], "positions_angstrom": [[-0.16, -0.17, 0.15], [1.68, 1.11, 3.30], [1.40, 1.95, 2.30], [1.52, 1.66, 1.03], [1.44, 2.82, 0.25], [1.12, 3.94, 0.93], [1.02, 3.63, 2.62], [1.84, 2.78, -1.16], [1.78, 3.84, -2.00], [2.52, 3.46, -3.51], [2.87, 1.86, -2.88], [2.44, 1.65, -1.68], [3.62, 0.99, -3.63], [1.70, 0.13, 3.03], [1.24, 1.26, 4.19], [0.98, 4.94, 0.55], [1.36, 4.82, -1.84], [3.59, 1.10, -4.62], [3.71, 0.05, -3.28], [1.22, -1.31, -2.35], [1.08, -2.76, -2.20], [1.16, -3.11, -0.70], [1.33, -4.28, -0.38], [1.06, -2.09, 0.08], [1.18, -1.03, -3.32], [2.10, -1.03, -1.95], [1.83, -3.35, -2.73], [0.09, -3.07, -2.56], [-1.08, 1.23, 1.97], [-2.32, 1.48, 2.34], [-2.60, 1.57, 3.65], [-3.86, 1.85, 4.10], [-4.88, 2.03, 3.17], [-4.59, 1.95, 1.83], [-3.28, 1.67, 1.38], [-2.83, 1.57, -0.25], [-1.77, 1.38, 4.31], [-4.04, 1.89, 5.16], [-5.89, 2.25, 3.49], [-5.34, 2.08, 1.07], [-0.03, -1.72, 2.55], [-0.41, -0.90, 4.12], [-0.54, -0.36, 5.14], [-0.53, 1.44, -3.11], [-1.57, 0.07, -2.93], [-1.48, -0.61, -1.73], [-2.34, -1.69, -1.60], [-2.28, -2.47, -0.05], [-3.22, -2.11, -2.59], [-4.22, -3.49, -2.36], [-3.27, -1.40, -3.78], [-4.35, -1.88, -5.04], [-2.44, -0.29, -3.96], [-2.50, 0.62, -5.42]], "mulliken_charge": [0.962, -0.338, 0.408, -0.690, 0.238, -0.219, -0.253, 0.022, -0.398, -0.255, 0.579, -0.268, -0.464, 0.159, 0.310, 0.365, 0.379, 0.206, 0.282, -0.250, -0.586, 0.423, -0.699, -0.498, 0.236, 0.098, 0.370, 0.286, 0.005, 0.166, -0.089, -0.959, -0.118, -0.830, 0.221, -0.311, 0.395, 0.409, 0.358, 0.420, -0.197, 0.364, -0.778, -0.049, 0.573, -0.809, 0.555, -0.191, -0.235, -0.212, 0.529, -0.228, -0.184, -0.211], "e_above_lowest_kcal_mol": 47.8, "homo_ev": -4.9479, "total_charge": -1, "gap_ev": 6.861}


(2)
{"formula": "C24H52O14S6", "method": "wB97M-V/def2-TZVPD", "elements": ["O", "S", "O", "C", "C", "C", "C", "H", "H", "H", "H", "H", "H", "H", "H", "O", "S", "O", "C", "C", "C", "C", "H", "H", "H", "H", "H", "H", "H", "H", "O", "S", "O", "C", "C", "C", "C", "H", "H", "H", "H", "H", "H", "H", "H", "O", "S", "O", "C", "C", "C", "C", "H", "H", "H", "H", "H", "H", "H", "H", "O", "S", "O", "C", "C", "C", "C", "H", "H", "H", "H", "H", "H", "H", "H", "O", "S", "O", "C", "C", "C", "C", "H", "H", "H", "H", "H", "H", "H", "H", "O", "H", "H", "O", "H", "H"], "positions_angstrom": [[-16.12, -7.09, 15.68], [-17.29, -7.94, 15.41], [-17.07, -9.35, 15.35], [-18.70, -7.45, 16.49], [-19.24, -6.22, 15.77], [-19.26, -6.47, 14.26], [-18.06, -7.29, 13.79], [-18.38, -7.35, 17.53], [-19.60, -8.07, 16.41], [-20.24, -5.96, 16.12], [-18.62, -5.34, 15.96], [-19.41, -5.50, 13.81], [-20.21, -6.99, 14.11], [-17.28, -6.75, 13.25], [-18.46, -8.12, 13.20], [-11.37, -9.45, 10.22], [-11.26, -8.42, 11.23], [-9.92, -7.96, 11.51], [-12.46, -7.00, 10.88], [-13.30, -6.71, 12.17], [-13.46, -8.05, 12.83], [-12.07, -8.82, 12.83], [-13.14, -7.35, 10.11], [-11.95, -6.15, 10.42], [-12.71, -6.01, 12.77], [-14.17, -6.17, 11.79], [-14.20, -8.45, 12.14], [-13.95, -8.08, 13.81], [-12.11, -9.90, 12.95], [-11.43, -8.40, 13.60], [-16.51, -7.90, 18.97], [-15.34, -7.06, 19.29], [-14.00, -7.57, 19.05], [-15.43, -5.41, 18.36], [-14.87, -4.43, 19.42], [-15.37, -4.80, 20.83], [-15.43, -6.32, 20.99], [-16.47, -5.27, 18.09], [-14.94, -5.50, 17.39], [-13.79, -4.58, 19.42], [-15.00, -3.39, 19.12], [-16.29, -4.34, 21.18], [-14.68, -4.30, 21.51], [-16.38, -6.64, 21.41], [-14.62, -6.87, 21.48], [-13.45, -4.20, 14.22], [-14.71, -3.57, 13.89], [-15.53, -4.09, 12.80], [-15.86, -3.46, 15.35], [-16.55, -2.08, 15.14], [-15.47, -1.02, 14.77], [-14.52, -1.75, 13.75], [-15.12, -3.52, 16.15], [-16.47, -4.36, 15.45], [-17.30, -2.19, 14.35], [-16.92, -1.72, 16.09], [-14.88, -0.74, 15.64], [-15.90, -0.17, 14.25], [-13.58, -1.62, 14.27], [-14.40, -1.37, 12.74], [-14.89, -10.80, 19.98], [-14.27, -11.43, 18.83], [-13.93, -12.82, 18.83], [-15.03, -10.88, 17.27], [-13.96, -10.55, 16.32], [-12.59, -10.81, 16.93], [-12.63, -10.60, 18.42], [-15.36, -9.93, 17.69], [-15.93, -11.41, 16.97], [-14.02, -11.07, 15.37], [-13.94, -9.49, 16.08], [-11.85, -10.10, 16.59], [-12.30, -11.86, 16.86], [-12.75, -9.53, 18.61], [-11.85, -11.12, 18.98], [-6.83, -5.10, 15.40], [-8.17, -5.74, 15.27], [-8.25, -7.23, 15.21], [-9.46, -4.93, 16.27], [-9.82, -3.69, 15.49], [-10.11, -4.22, 14.09], [-8.91, -5.05, 13.66], [-9.00, -4.73, 17.23], [-10.25, -5.69, 16.30], [-10.63, -3.09, 15.90], [-9.03, -2.94, 15.49], [-10.38, -3.44, 13.38], [-10.90, -4.98, 14.12], [-8.20, -4.56, 13.00], [-9.17, -5.91, 13.04], [-11.95, -5.94, 18.21], [-12.41, -6.68, 18.60], [-12.22, -5.94, 17.29], [-13.08, -6.40, 15.86], [-13.04, -5.62, 15.30], [-13.98, -6.72, 15.77]], "mulliken_charge": [-0.327, 1.061, -0.824, -0.799, -0.332, -0.684, -0.631, 0.347, 0.418, 0.560, -0.072, 0.374, 0.341, 0.217, 0.432, -0.701, 1.055, -0.607, -1.096, 0.652, -0.047, -0.747, 0.457, 0.491, -0.614, 0.342, 0.441, -0.366, 0.546, 0.293, -0.734, 1.186, -0.669, 0.443, -0.681, -0.784, -0.875, 0.423, -0.767, 0.335, 0.492, 0.333, 0.375, 0.404, 0.417, -0.640, 0.914, -0.776, 0.480, -0.610, -0.780, -0.745, 0.015, -0.582, 0.389, 0.377, 0.333, 0.343, 0.252, 0.518, -0.606, 0.981, -0.662, -0.349, 0.452, -0.914, -0.352, -0.199, 0.604, 0.454, -0.585, 0.367, 0.398, -0.141, 0.543, -0.658, 1.052, -0.635, -0.214, -0.772, 0.058, -0.588, 0.563, -0.225, 0.331, 0.422, 0.486, -0.363, 0.386, 0.180, -0.688, 0.392, 0.444, 0.284, 0.265, -0.277], "homo_ev": -9.4155, "smiles": "O=S1(=O)CCCC1.O=S1(=O)CCCC1.O=S1(=O)CCCC1.O=S1(=O)CCCC1.O=S1(=O)CCCC1.O=S1(=O)CCCC1.O.O", "gap_ev": 9.049}


(3)
{"formula": "C5H14N2O4Si", "method": "wB97M-V/def2-TZVPD", "elements": ["C", "C", "O", "Si", "O", "C", "N", "O", "O", "H", "H", "H", "H", "H", "H", "H", "H", "H", "C", "N", "C", "H", "H", "H", "H", "H"], "positions_angstrom": [[0.95, 3.11, 0.45], [-0.09, 2.54, 1.39], [-0.32, 1.16, 0.98], [0.68, -0.04, 0.51], [1.49, -0.49, 1.91], [2.03, -1.75, 2.32], [1.75, -0.35, -0.74], [2.52, -1.36, -0.53], [1.36, 0.14, -2.08], [2.00, 2.87, 0.68], [0.65, 2.70, -0.57], [0.85, 4.22, 0.40], [-1.00, 3.03, 1.21], [0.23, 2.53, 2.45], [2.33, -1.59, 3.34], [2.84, -2.24, 1.73], [1.21, -2.49, 2.34], [1.99, -0.39, -2.63], [-3.40, -1.90, -0.63], [-2.26, -1.63, -1.13], [-2.05, -1.02, -2.42], [-4.41, -1.59, -0.78], [-3.28, -2.56, 0.28], [-2.10, -1.87, -3.17], [-2.89, -0.34, -2.72], [-1.06, -0.67, -2.60]], "mulliken_charge": [-1.045, -0.079, -0.240, 0.149, -0.264, -0.604, 0.607, -0.648, -0.433, 0.285, 0.274, 0.356, 0.289, 0.221, 0.274, 0.241, 0.277, 0.318, -0.283, -0.284, -0.714, 0.286, 0.218, 0.321, 0.291, 0.187], "e_above_lowest_kcal_mol": 108.1, "homo_ev": [-7.1191, -8.1216], "smiles": "CCO/[Si](OC)=[N+](/[O-])O.C=NC", "gap_ev": [7.104, 8.193]}


Computed values of total energy (unit: eV) for the preceding records, in sequence: -199053.6427, -119403.5775, -24454.9152.